1.
The following is a DFT calculation (wB97M-V/def2-TZVPD) of a 14-piece molecular cluster, C15H58N6O14 overall.

As for the total charge: 0. The total energy comes out at -1987.9702 Eh. The HOMO energy is -9.06 eV. Its frontier orbital gap is 9.29 eV.

Last column: Mulliken charge in e.
Atoms and positions in Å:
C  2.6046  -1.3794  -3.1040  -0.33
C  3.7549  -0.4137  -3.4112  -0.57
O  4.3956  -0.8735  -4.5474  -0.54
H  1.8172  -1.1874  -3.8320  0.32
H  2.2653  -1.1253  -2.1557  -0.25
H  2.8433  -2.4657  -3.1657  0.46
H  4.4111  -0.4283  -2.5689  0.34
H  3.4967  0.6374  -3.4503  0.27
H  5.1755  -0.3483  -4.6351  0.31
C  -3.5222  0.5027  -2.4272  0.58
O  -2.7633  -0.1450  -1.4422  -0.76
N  -3.1121  1.5173  -3.0242  -0.19
N  -4.7559  0.1379  -2.6778  -0.46
H  -2.1303  1.7687  -2.7949  0.15
H  -3.6656  2.2082  -3.6068  0.28
H  -5.2076  -0.4992  -2.0051  0.26
H  -5.3711  0.6228  -3.3230  0.17
C  -0.4217  0.7455  3.8884  0.43
O  -0.3332  1.8522  4.6621  -0.82
N  -0.3244  -0.4984  4.2235  0.10
N  -0.4480  0.8808  2.6031  1.28
H  -0.0673  -0.7719  5.1500  0.24
H  -0.6450  -1.2576  3.6199  -0.04
H  -0.4790  1.8708  2.2706  0.13
H  -0.5977  0.1524  1.8541  -0.18
C  0.3137  3.8215  0.9490  0.09
O  0.6450  3.4653  -0.3504  -0.63
N  0.9590  4.6097  1.7173  -0.25
N  -0.7123  3.3089  1.6114  -0.45
H  1.6161  5.2251  1.2245  0.34
H  0.8461  4.7074  2.7513  0.23
H  -1.3775  3.0195  0.9007  0.05
H  -1.0811  3.5678  2.6162  0.36
C  3.5001  2.1923  -0.9051  -0.40
O  4.0003  1.1059  -0.1430  -0.55
H  3.3362  3.0485  -0.2529  0.27
H  2.5521  1.9883  -1.4179  -0.06
H  4.1458  2.3770  -1.7491  0.45
H  3.4716  1.0605  0.6699  0.18
C  0.1527  -3.1783  2.7162  -0.64
O  -1.1996  -2.9287  3.0280  -0.72
H  0.3264  -4.2591  2.7392  0.47
H  0.9123  -2.7425  3.3871  0.35
H  0.3644  -2.7900  1.6621  -0.08
H  -1.8406  -3.5075  2.6133  0.34
C  -0.0017  1.2864  -3.7243  -0.60
O  -0.3707  1.9765  -2.5830  -0.56
H  -0.5184  0.2687  -3.7210  0.20
H  1.0572  1.1064  -3.7173  0.04
H  -0.3018  1.7113  -4.6555  0.36
H  0.4136  2.2678  -2.0972  0.20
C  -2.8225  3.7732  -0.7436  -0.74
O  -2.7642  2.5647  -0.1122  -0.56
H  -2.2759  3.7367  -1.6946  0.25
H  -2.2075  4.4413  -0.1772  0.37
H  -3.8551  4.1266  -0.8151  0.25
H  -2.8091  1.8691  -0.7441  0.16
C  -2.6247  -3.8020  0.2750  -0.06
O  -3.2448  -3.7862  1.5302  -0.58
H  -2.9073  -4.6232  -0.3677  0.51
H  -1.5253  -3.8437  0.5363  -0.26
H  -2.7259  -2.8584  -0.2866  -0.03
H  -4.0911  -4.1668  1.4130  0.30
C  3.2372  -2.0540  0.9622  -0.35
O  2.9392  -2.9570  -0.0528  -0.47
H  3.6620  -1.2651  0.3781  0.02
H  4.0452  -2.3584  1.6195  0.46
H  2.3574  -1.7834  1.5855  0.03
H  2.7295  -3.8347  0.2661  0.26
C  0.0050  -3.6567  -1.7225  0.43
O  -0.5505  -4.3346  -2.7847  -0.56
H  -0.6523  -2.8984  -1.3036  -0.48
H  0.9089  -3.1549  -2.0811  -0.20
H  0.2783  -4.4412  -1.0443  0.48
H  -0.3214  -5.2111  -2.7040  0.34
C  -3.3113  -0.6206  2.4510  -0.57
O  -3.2550  0.7393  2.2631  -0.68
H  -2.8269  -0.8497  3.3770  0.36
H  -2.8263  -1.1351  1.7096  -0.02
H  -4.3257  -0.9352  2.3130  0.39
H  -2.4267  1.0368  2.6005  0.37
C  2.9853  1.7780  2.6998  -1.06
O  2.2028  0.7495  2.0962  -0.08
H  4.0364  1.5376  2.5389  0.44
H  2.8098  1.8656  3.7410  0.34
H  2.7510  2.6844  2.2076  0.32
H  1.2544  0.7643  2.3658  0.13
C  0.3191  -0.1236  -0.3259  1.72
O  -0.7571  -0.7024  0.3401  1.05
H  0.4930  0.9217  0.0294  -1.10
H  0.2134  -0.3191  -1.4033  0.17
H  1.2846  -0.6541  -0.0947  -1.13
H  -1.5348  -0.4307  -0.2107  -0.40

***

2.
The following is a DFT calculation (wB97M-V/def2-TZVPD) of a 15-piece molecular cluster, C15H60N30O15 overall.

As for the total charge: 0. The total energy comes out at -3379.4625 Eh. The HOMO energy is -8.73 eV. Its frontier orbital gap is 8.50 eV.

Last column: Mulliken charge in e.
Atoms and positions in Å:
C  -10.6089  -20.5363  -7.4732  0.63
O  -9.4895  -20.0824  -7.2362  -0.89
N  -11.5975  -20.0091  -8.2121  -0.46
N  -10.9441  -21.7470  -7.0273  -0.09
H  -12.5324  -20.3204  -8.0198  0.15
H  -11.4273  -19.0703  -8.5360  0.25
H  -11.8614  -22.0965  -7.2388  0.21
H  -10.3687  -22.1560  -6.3057  -0.15
C  -10.1117  -17.8025  -1.5124  0.41
O  -10.7835  -18.6621  -2.1081  -0.44
N  -10.7543  -17.0089  -0.6537  -0.48
N  -8.7881  -17.6110  -1.5339  -0.09
H  -11.7357  -17.2376  -0.6291  0.26
H  -10.3715  -16.1629  -0.2704  0.18
H  -8.4826  -16.9085  -0.8838  0.24
H  -8.1461  -18.2729  -1.9429  -0.25
C  -5.1213  -18.7240  -2.2539  0.53
O  -6.1607  -19.4009  -2.2278  -0.28
N  -4.3565  -18.6096  -1.1609  -0.39
N  -4.6640  -18.0758  -3.3528  -0.37
H  -3.4742  -18.1255  -1.1862  0.16
H  -4.4781  -19.2354  -0.3673  0.23
H  -5.1319  -17.9015  -4.2240  0.23
H  -3.8830  -17.4975  -3.0884  0.15
C  -9.6551  -26.9520  -1.1829  0.61
O  -8.7235  -27.5101  -1.7743  -0.69
N  -10.4603  -26.0145  -1.7120  -0.16
N  -10.0846  -27.3852  0.0117  -0.45
H  -11.1897  -25.5698  -1.1802  0.23
H  -10.2076  -25.5359  -2.5652  -0.11
H  -9.5301  -28.0928  0.4623  0.25
H  -10.8032  -26.8330  0.4462  0.17
C  -6.0997  -23.4004  -8.1975  0.51
O  -5.9316  -23.4948  -9.4032  -0.72
N  -5.2320  -23.8720  -7.2878  -0.17
N  -7.2277  -22.9820  -7.5897  -0.10
H  -5.6239  -23.9733  -6.3692  0.07
H  -4.3886  -24.2771  -7.6543  0.21
H  -7.9879  -22.6829  -8.1813  0.19
H  -7.0407  -22.3102  -6.8518  -0.28
C  -6.4955  -27.3489  -4.6111  0.60
O  -6.1441  -27.3745  -5.7890  -0.68
N  -7.1622  -26.3669  -4.0041  0.21
N  -6.3538  -28.3958  -3.7346  -0.44
H  -7.4127  -25.5554  -4.5454  -0.21
H  -7.4664  -26.4795  -3.0515  0.09
H  -6.0483  -29.1391  -4.3481  0.24
H  -6.7047  -28.4631  -2.7975  0.21
C  -10.7838  -25.6729  -5.1863  0.49
O  -9.7361  -25.0844  -4.9073  -0.45
N  -10.9381  -26.9622  -4.9242  -0.37
N  -11.7581  -25.1536  -5.9181  -0.40
H  -10.2484  -27.5936  -4.5525  0.22
H  -11.8267  -27.3573  -5.1819  0.11
H  -11.8487  -24.1656  -6.0690  0.17
H  -12.4793  -25.8079  -6.1654  0.13
C  -14.0739  -19.5323  -4.4116  0.30
O  -15.1741  -19.4605  -4.9141  -0.73
N  -13.0738  -20.2726  -5.0092  -0.02
N  -13.5911  -19.0114  -3.2991  -0.06
H  -13.5060  -20.6617  -5.8364  0.17
H  -12.4878  -20.8862  -4.4605  0.07
H  -12.6126  -18.9843  -3.0740  0.10
H  -14.2591  -18.4439  -2.7988  0.23
C  -6.2146  -20.3966  -5.6868  0.11
O  -6.6997  -21.3879  -5.1585  -0.53
N  -4.9083  -20.2026  -5.8000  -0.13
N  -6.9505  -19.4746  -6.3172  -0.12
H  -4.2966  -20.8051  -5.2401  0.36
H  -4.4324  -19.3792  -6.1253  0.22
H  -6.5103  -18.8020  -6.9239  0.27
H  -7.9376  -19.5657  -6.5357  0.17
C  -6.4936  -20.3202  1.1950  0.65
O  -5.2663  -20.2804  0.9829  -0.78
N  -7.3492  -19.8469  0.2902  -0.06
N  -7.0236  -21.0157  2.2061  -0.37
H  -7.1195  -19.7132  -0.6871  -0.07
H  -8.2721  -20.2590  0.3698  0.19
H  -7.9838  -21.2590  2.0139  0.12
H  -6.4825  -21.5081  2.8926  0.23
C  -4.3680  -22.7621  -3.3788  0.83
O  -3.7600  -22.2746  -4.3488  -0.82
N  -5.4140  -22.2219  -2.7270  0.27
N  -3.8988  -23.8150  -2.7199  -0.42
H  -5.6491  -21.3079  -3.0886  -0.80
H  -5.8435  -22.5621  -1.8872  0.20
H  -3.0239  -24.2154  -3.0127  0.26
H  -4.4239  -24.1465  -1.9322  0.12
C  -13.2349  -21.2813  -0.9120  0.43
O  -14.0131  -20.7405  -0.1460  -0.76
N  -13.6423  -22.1559  -1.8276  -0.22
N  -11.8840  -21.1802  -0.9360  0.44
H  -12.9350  -22.6313  -2.3625  0.10
H  -14.6050  -22.4451  -1.8164  0.21
H  -11.4089  -20.6192  -0.2486  0.03
H  -11.4276  -21.3244  -1.8259  -0.31
C  -9.5046  -21.7042  -3.5835  -0.18
O  -10.7323  -21.7624  -3.6079  -0.83
N  -8.7264  -22.7512  -3.8686  1.50
N  -8.9020  -20.7047  -2.9789  2.26
H  -9.2039  -23.6083  -4.1334  0.03
H  -7.7582  -22.6415  -4.1315  -0.45
H  -7.9184  -20.6631  -3.2134  -0.73
H  -9.4499  -19.9202  -2.6504  -0.74
C  -9.5766  -16.7747  -5.8230  0.41
O  -9.4282  -15.6257  -5.4372  -0.71
N  -9.4761  -17.8210  -4.9677  0.15
N  -9.9816  -17.1836  -7.0352  -0.25
H  -9.3642  -17.5868  -3.9964  0.10
H  -10.1508  -18.5210  -5.2351  -0.10
H  -10.3567  -16.5375  -7.7074  0.19
H  -9.8136  -18.1549  -7.2771  0.14
C  -9.5663  -22.7204  0.6723  0.43
O  -9.9327  -21.6953  1.2329  -0.72
N  -9.2844  -22.8105  -0.6371  0.38
N  -9.2864  -23.9518  1.1563  -0.37
H  -8.8958  -23.6223  -1.0795  0.15
H  -9.4803  -22.0221  -1.2383  -0.11
H  -8.8404  -24.5296  0.4702  0.05
H  -9.0537  -24.1116  2.1231  0.26

***

Which value of frontier orbital gap does entry 1 give?
9.29 eV